1.
A molecular structure, C3H7N2O2 at a distorted geometry. Source: the Open Molecules 2025 dataset; level of theory: ωB97M-V/def2-TZVPD.

Each line ends with the natural charge from an NBO analysis.
Cartesian coordinates (Å):
O (1.7209, -2.3682, 0.3867)  -0.95
O (-2.0111, -0.3181, -0.8070)  -0.61
N (0.2406, -0.5322, 0.7976)  -0.70
N (-1.4993, 1.9336, -0.8370)  -0.81
C (0.2431, 0.2534, -0.4140)  -0.28
C (-1.2694, 0.6205, -0.6747)  0.55
C (1.5709, -1.2085, 1.0218)  0.14
H (-2.1873, 2.0702, -1.5777)  0.38
H (2.3173, -0.4424, 0.6759)  0.05
H (1.6812, -1.3149, 2.1274)  0.07
H (-0.4336, -1.2831, 0.7051)  0.37
H (-1.6258, 1.5518, 0.2571)  0.44
H (0.7325, 1.2163, -0.2741)  0.18
H (0.5199, -0.1783, -1.3871)  0.19

Values from the calculation:
Gap between HOMO and LUMO in eV: 5.8035
HOMO in hartree: -0.0859
Charge: -1
DFT total energy in hartree: -378.40301
Spin multiplicity: 1

***

2.
2 unconnected molecules or ions with the total composition C2H3I3Si at a distorted geometry. Source: the Open Molecules 2025 dataset; level of theory: ωB97M-V/def2-TZVPD.

Each line ends with the natural charge from an NBO analysis.
Cartesian coordinates (Å):
I (-3.9664, 1.3802, 2.3619)  -0.11
I (-2.6158, 2.6246, -1.3417)  -0.13
I (-3.6529, -2.3976, -1.6240)  -0.33
Si (-2.5273, 0.8006, 0.3735)  0.98
C (-0.1363, -0.1216, -0.5434)  -0.25
C (-1.0201, -0.0977, 0.4949)  -0.86
H (-0.9096, -0.7159, 1.3907)  0.26
H (0.6757, -0.8229, -0.5244)  0.22
H (-0.4313, 0.6069, -1.3686)  0.22

Values from the calculation:
Gap between HOMO and LUMO (alpha / beta) in eV: 6.9202 / 4.9341
HOMO (alpha / beta) in hartree: -0.3291 / -0.2848
DFT total energy in hartree: -1260.56336
Spin multiplicity: 1

***

3.
A single C10H11N3S2 molecule at a distorted geometry. Source: the Open Molecules 2025 dataset; level of theory: ωB97M-V/def2-TZVPD.

Each line ends with the Löwdin spin population.
Cartesian coordinates (Å):
S (1.2463, 1.1725, -1.6350)  1.24
S (2.4850, -0.7278, 1.2916)  0.01
N (-2.0453, 0.3333, -0.0108)  0.00
N (-3.4790, 1.5647, 1.0060)  0.00
N (-0.7648, -3.9327, 0.2924)  0.00
C (2.9541, 1.3998, -0.6349)  0.36
C (-4.1545, 0.8745, -0.0119)  0.00
C (-0.5316, -2.8297, 0.5050)  0.00
C (-0.7867, -0.4083, -0.3488)  0.02
C (-2.2484, 1.2005, 0.9801)  0.00
C (3.4779, 0.1549, -0.0583)  0.06
C (1.1428, -1.0732, 0.1854)  0.05
C (0.5605, 0.3195, -0.2642)  0.15
C (-0.2573, -1.4864, 0.6862)  0.01
C (-3.2458, 0.1518, -0.6560)  0.00
H (1.5511, -1.6761, -0.6716)  0.00
H (3.7369, -0.5125, -0.7491)  0.00
H (-3.0935, -0.3931, -1.5948)  0.00
H (-0.4059, -1.1800, 1.7664)  0.00
H (-0.9445, -0.9676, -1.2773)  0.01
H (0.6898, 0.9762, 0.5993)  0.02
H (4.3975, 0.4513, 0.4419)  0.02
H (-5.1800, 1.0801, -0.1871)  0.00
H (3.6746, 1.8042, -1.3599)  0.01
H (-1.4751, 1.5267, 1.6508)  0.00
H (2.6958, 2.1772, 0.0544)  0.02

Values from the calculation:
Expectation value of S²: 2.006
Gap between HOMO and LUMO (alpha / beta) in eV: 5.5162 / 6.2923
HOMO (alpha / beta) in hartree: -0.1842 / -0.3452
DFT total energy in hartree: -1348.05935
Spin multiplicity: 3

***

4.
A molecular structure, C6H15N4OSi at a distorted geometry. Source: the Open Molecules 2025 dataset; level of theory: ωB97M-V/def2-TZVPD.

Each line ends with the Löwdin spin population.
Cartesian coordinates (Å):
Si (1.6544, -0.2237, 0.0693)  0.08
O (0.0088, -0.2048, 0.1701)  0.73
N (-2.0232, -0.1129, -1.3769)  0.11
N (-3.7422, -0.0168, 0.2509)  0.14
N (-3.8112, 1.2083, -1.7352)  0.02
N (-2.0808, -1.5427, 0.4633)  0.14
C (2.3321, 1.0162, -1.1902)  0.10
C (-3.1523, 0.3695, -0.9635)  0.03
C (2.2695, 0.1035, 1.8375)  0.06
C (-3.1561, -1.0463, 0.9201)  0.47
C (2.3926, -1.9088, -0.5367)  0.00
C (-1.4477, -1.0464, -0.6660)  0.08
H (-4.5669, 0.4558, 0.5003)  0.00
H (1.9245, 1.9436, -1.3530)  0.00
H (-0.7472, -1.7720, -1.2208)  0.00
H (3.3241, -1.9753, -1.2498)  0.00
H (2.6115, 0.6062, -2.1272)  0.00
H (-4.7609, 1.6302, -1.6370)  0.00
H (-3.5319, 1.3931, -2.6777)  0.00
H (3.1309, 0.7889, 2.0052)  0.01
H (-1.5076, -2.1597, 1.1158)  0.00
H (2.6775, -2.5018, 0.4078)  0.00
H (1.5942, -2.5728, -0.9416)  0.00
H (2.5594, -0.9182, 2.3323)  0.00
H (3.1727, 1.3148, -0.6220)  0.01
H (1.3791, 0.4645, 2.3462)  0.00
H (-3.4745, -1.4264, 1.9802)  0.02

Values from the calculation:
Expectation value of S²: 2.014
Gap between HOMO and LUMO (alpha / beta) in eV: 6.4512 / 6.3225
HOMO (alpha / beta) in hartree: -0.3422 / -0.4906
Charge: +1
DFT total energy in hartree: -821.01410
Spin multiplicity: 3

***

5.
12 unconnected molecules or ions with the total composition C48H96O12 at a distorted geometry. Source: the Open Molecules 2025 dataset; level of theory: ωB97M-V/def2-TZVPD.

Each line ends with the Mulliken charge.
Cartesian coordinates (Å):
O (-2.6752, -6.4761, 4.6893)  -0.39
O (5.7721, 3.9787, 9.2893)  -0.40
O (-4.3701, 0.5565, 7.9359)  -0.43
O (-7.1525, -6.8517, -5.9765)  -0.43
O (-4.4080, 9.3835, 1.8112)  -0.42
O (7.1389, -2.4373, -3.7711)  -0.40
O (-1.3000, -2.6087, -8.8445)  -0.42
O (-0.8235, 0.0412, 0.1402)  -0.41
O (1.7409, -9.2042, -2.7017)  -0.44
O (4.2291, 8.2072, -1.8974)  -0.42
O (7.8583, -1.7439, 4.8302)  -0.41
O (-9.2666, 6.6147, -5.0729)  -0.42
C (-3.8858, 2.4562, 6.8224)  -0.62
C (-4.5566, 9.7961, 3.1951)  -0.43
C (6.1697, -3.1225, 4.1322)  -0.47
C (-3.2343, -5.2470, 4.3961)  -0.44
C (-7.4422, -5.7506, -5.1125)  -0.44
C (-3.3019, 1.1862, 8.7219)  -0.37
C (0.0967, -2.4814, -9.2439)  -0.41
C (0.1369, 1.7523, -1.1323)  -0.58
C (7.6099, -3.1224, 4.6979)  -0.51
C (-2.6535, 8.3229, 2.9097)  -0.42
C (-1.8874, -3.7780, -9.4820)  -0.37
C (-0.6526, -0.4407, -1.1802)  -0.41
C (-8.1087, 4.6769, -5.6513)  -0.46
C (1.3197, -8.6373, -1.4240)  -0.39
C (6.8388, 4.6528, 8.5710)  -0.39
C (-3.3172, 9.1941, 3.8764)  -0.42
C (5.4980, 7.5647, -2.2135)  -0.37
C (-0.7126, 0.8643, -1.9931)  -0.58
C (5.8873, -1.7950, 3.4737)  -0.44
C (1.4124, -6.9045, -3.1780)  -0.46
C (5.7045, 6.6901, -1.0398)  -0.57
C (-9.2638, 5.6420, -6.1025)  -0.40
C (4.7920, 4.8127, 7.4146)  -0.49
C (-3.1705, 2.6169, 8.2050)  -0.52
C (8.0075, -3.4912, -3.5771)  -0.39
C (-6.4133, -7.8987, -5.3318)  -0.36
C (5.1197, 7.4578, 0.1467)  -0.58
C (8.9699, -3.0191, -2.4871)  -0.51
C (9.1234, -1.6366, -2.9290)  -0.65
C (6.1837, 5.2682, 7.3593)  -0.50
C (-8.0674, 4.8357, -4.1214)  -0.42
C (-8.9845, 6.0225, -3.7542)  -0.38
C (4.8357, 3.5936, 8.2619)  -0.45
C (-4.9584, 1.3307, 6.9000)  -0.34
C (-0.7332, -4.7966, -9.3873)  -0.50
C (1.6021, -8.3325, -3.8434)  -0.40
C (-4.9219, -6.7963, 3.9311)  -0.65
C (-6.1729, -5.6901, -4.2772)  -0.48
C (3.9472, 8.2280, -0.5283)  -0.37
C (1.5037, -7.1287, -1.7028)  -0.43
C (-5.6847, -7.0833, -4.2465)  -0.50
C (-3.7196, -7.4916, 4.5885)  -0.39
C (-4.1990, -5.6193, 3.3033)  -0.42
C (7.6599, -1.1929, -3.2359)  -0.37
C (7.2788, -1.0604, 3.7013)  -0.41
C (-0.4694, 1.4674, 0.2709)  -0.36
C (0.5610, -3.9393, -9.4788)  -0.46
C (-3.5899, 8.1718, 1.8259)  -0.47
H (0.2271, 1.6052, 1.0979)  0.29
H (5.6302, 6.9791, -3.1232)  0.31
H (-5.4683, -4.9640, -4.6827)  0.25
H (-6.9725, -8.7064, -4.8596)  0.28
H (-6.3396, -5.2226, -3.3068)  0.31
H (5.0157, -1.2838, 3.8825)  0.26
H (7.6442, -0.5072, -4.0831)  0.28
H (-2.5551, 9.9376, 4.1101)  0.18
H (6.5480, 4.8593, 6.4169)  0.24
H (-4.5919, 10.8798, 3.3063)  0.27
H (-8.9753, 6.1464, -7.0246)  0.26
H (-5.9360, 1.7286, 7.1720)  0.27
H (9.5936, -0.8823, -2.2980)  0.38
H (7.6555, 4.0103, 8.2420)  0.24
H (-3.5468, -4.6464, 5.2504)  0.31
H (-2.7511, -4.1180, -8.9105)  0.30
H (-3.5056, 8.7194, 4.8393)  0.37
H (-5.8437, -7.5625, -3.2805)  0.29
H (1.3437, -4.2346, -8.7800)  0.27
H (8.5216, -3.6170, -4.5300)  0.29
H (4.7137, 6.7847, 0.9017)  0.27
H (-4.3195, 3.3831, 6.4470)  0.40
H (-4.0863, -7.9677, 5.4978)  0.28
H (-8.3672, 3.9422, -3.5738)  0.31
H (-8.3467, -5.9118, -4.5259)  0.26
H (0.6011, -6.7129, -1.2548)  0.24
H (3.7944, 9.1903, -0.0396)  0.28
H (-8.6101, 6.8196, -3.1119)  0.27
H (-7.0790, 5.1031, -3.7478)  0.22
H (-1.6717, 8.6761, 2.5946)  0.28
H (7.4241, -4.3269, -3.1906)  0.28
H (-3.6762, -6.0090, 2.4299)  0.22
H (1.8191, -8.9746, -0.5158)  0.31
H (-1.3074, 2.1470, 0.4258)  0.25
H (-5.5035, 9.3653, 3.5205)  0.27
H (5.7527, -1.7656, 2.3925)  0.25
H (0.4019, 2.7445, -1.4977)  0.37
H (5.5408, -3.2138, 5.0177)  0.20
H (-5.0195, 0.7864, 5.9576)  0.24
H (-4.3444, 7.3935, 1.9407)  0.26
H (-3.0836, 2.3140, 6.0982)  0.25
H (-7.1662, 4.9653, -6.1166)  0.26
H (6.7372, 6.3965, -0.8516)  0.34
H (5.8987, 8.0566, 0.6187)  0.31
H (4.2673, 4.7664, 6.4603)  0.39
H (-5.5946, -8.1870, -5.9912)  0.28
H (-3.4350, -8.3094, 3.9264)  0.28
H (2.0758, -6.1614, -3.6205)  0.33
H (2.3765, -8.2252, -4.6028)  0.27
H (-2.4443, 7.3954, 3.4427)  0.20
H (0.3210, -0.9052, -1.3362)  0.26
H (-5.5249, -7.4614, 3.3130)  0.35
H (9.6789, -1.6265, -3.8668)  0.25
H (0.7797, -8.6693, -4.4746)  0.26
H (-7.5994, -4.7517, -5.5195)  0.34
H (0.3802, -6.6593, -3.4279)  0.20
H (1.1146, 1.2705, -1.1275)  0.24
H (0.2779, -8.8839, -1.2192)  0.24
H (-8.3274, 3.6456, -5.9282)  0.27
H (4.9595, 2.6389, 7.7507)  0.27
H (-2.1355, 2.8736, 7.9792)  0.28
H (8.6758, -3.0654, -1.4385)  0.28
H (6.2370, 8.3576, -2.0980)  0.28
H (3.1012, 7.5436, -0.4663)  0.27
H (-2.1703, -3.5833, -10.5165)  0.26
H (-5.5855, -6.5303, 4.7538)  0.25
H (0.9503, -4.0117, -10.4943)  0.27
H (-0.8352, -5.4963, -8.5578)  0.28
H (5.1285, 5.7693, -1.1322)  0.26
H (-10.2187, 5.1797, -6.3526)  0.28
H (7.2503, 5.3968, 9.2532)  0.30
H (9.9176, -3.5473, -2.5917)  0.29
H (-0.3188, 0.7273, -3.0002)  0.33
H (4.2306, 5.6127, 7.8973)  0.21
H (-4.7095, -4.6660, 3.1667)  0.32
H (7.7241, -3.7967, 5.5465)  0.34
H (3.8894, 3.5048, 8.7954)  0.28
H (7.2161, -0.8458, -2.3028)  0.29
H (-3.1985, 7.9418, 0.8350)  0.33
H (8.3747, -3.5003, 4.0194)  0.27
H (-1.3293, -1.2372, -1.4897)  0.32
H (-3.6980, 3.4048, 8.7426)  0.29
H (-9.8882, 5.7486, -3.2098)  0.22
H (7.1556, -0.0049, 3.9443)  0.27
H (6.2368, 6.3560, 7.3140)  0.29
H (0.1526, -1.9057, -10.1678)  0.25
H (0.6157, -1.9439, -8.4503)  0.27
H (2.4716, -6.8867, -1.2638)  0.28
H (-2.3360, 0.7005, 8.5830)  0.25
H (5.9416, -4.0281, 3.5702)  0.38
H (-3.3914, 1.2011, 9.8081)  0.29
H (7.9845, -1.0889, 2.8711)  0.28
H (-2.4323, -4.6778, 3.9263)  0.26
H (-4.6032, -7.0479, -4.3777)  0.19
H (-0.6619, -5.4612, -10.2483)  0.26
H (-1.7438, 1.2162, -1.9651)  0.27

Values from the calculation:
Gap between HOMO and LUMO in eV: 9.7570
HOMO in hartree: -0.3524
SMILES: C1CCOC1.C1CCOC1.C1CCOC1.C1CCOC1.C1CCOC1.C1CCOC1.C1CCOC1.C1CCOC1.C1CCOC1.C1CCOC1.C1CCOC1.C1CCOC1
DFT total energy in hartree: -2788.91842
Spin multiplicity: 1

***

6.
A molecular structure, C37H47N5O2Ru at a distorted geometry. Source: the Open Molecules 2025 dataset; level of theory: ωB97M-V/def2-TZVPD.

Each line ends with the Löwdin spin population.
Cartesian coordinates (Å):
Ru (0.3971, 0.5071, -0.2935)  2.31
O (0.2043, 3.0845, 2.8831)  0.03
O (3.4995, -2.2018, -0.4115)  0.05
N (1.8059, 0.4806, 1.1607)  0.04
N (0.1522, 2.2527, 0.6856)  0.10
N (-1.9333, -2.5136, 2.3347)  0.01
N (1.5882, -1.0192, -0.9820)  0.09
N (-0.7376, -0.6965, 1.0825)  0.07
C (1.2272, -2.9265, -2.4934)  0.02
C (-1.1469, -3.5001, 3.1112)  0.00
C (0.4499, -1.2153, -4.5267)  0.00
C (1.5860, -3.9523, -1.3971)  0.00
C (-2.5047, 4.5888, -0.4301)  0.25
C (3.4200, -0.8300, 2.2790)  0.00
C (2.2557, 1.4483, -3.7603)  0.00
C (0.3180, 4.4448, -0.2922)  0.23
C (0.8382, -3.4344, -3.7798)  0.00
C (1.8700, 4.5118, -0.1710)  0.03
C (1.3049, -1.5753, -2.2355)  0.03
C (1.6407, 1.3446, 2.2231)  0.00
C (-4.2364, 2.2935, 0.0455)  0.01
C (-1.7184, 5.6169, -0.9405)  0.02
C (2.3006, 1.0284, 3.4031)  0.00
C (-3.3090, -4.9228, 3.1197)  0.00
C (2.8079, 3.3187, -0.4855)  0.01
C (-0.3604, 1.4652, -3.6960)  0.01
C (0.9679, -0.6726, -3.3540)  0.04
C (-1.9266, 3.4117, -0.0064)  0.18
C (3.2677, -0.0393, 3.4380)  -0.01
C (-0.5070, 3.3427, 0.1240)  0.02
C (0.9780, 0.8352, -3.1730)  0.02
C (0.3715, -4.7687, -0.8640)  0.00
C (-3.3745, -2.3594, 2.4143)  0.00
C (0.4090, -2.5409, -4.8076)  0.03
C (2.6887, -4.8808, -1.9532)  0.00
C (-0.3373, 5.5313, -0.8668)  0.23
C (2.7575, -0.4935, 1.0723)  0.00
C (-1.7604, -4.9083, 3.1171)  0.00
C (2.3990, 5.1726, 1.1072)  0.02
C (-1.3171, -1.5853, 1.6567)  0.02
C (-2.9387, 2.6314, 2.1088)  0.02
C (2.6371, -1.2776, -0.1809)  0.01
C (-3.9961, -3.5494, 3.1903)  0.00
C (-2.8084, 2.3279, 0.6074)  0.02
C (0.6318, 2.3714, 1.9894)  0.01
H (0.1599, -5.5584, -1.6182)  0.00
H (-0.0288, -2.9144, -5.7291)  0.00
H (-3.6147, -5.6012, 3.9714)  0.00
H (2.4380, 1.1520, -4.8030)  0.00
H (-0.4986, -4.1153, -0.6840)  0.00
H (3.7499, 3.7826, -0.7863)  0.00
H (-3.5276, -1.3491, 2.8287)  0.00
H (-2.3123, 1.3745, 0.4503)  0.01
H (-1.3661, -5.5361, 2.2569)  0.00
H (2.6556, 4.5415, 1.9582)  0.00
H (-3.5807, 4.6257, -0.4084)  0.01
H (3.1003, -5.4959, -1.1876)  0.00
H (0.2780, 6.3568, -1.2459)  0.01
H (1.9904, 1.6339, 4.2711)  0.00
H (-3.3745, 3.6242, 2.1999)  0.00
H (-4.6346, 1.2795, 0.0030)  0.00
H (2.2946, -5.5463, -2.7212)  0.00
H (1.8122, 6.0300, 1.5348)  0.00
H (2.2281, 2.5055, -3.7766)  0.00
H (2.0457, 5.2367, -0.9993)  0.01
H (3.1499, 1.1275, -3.1788)  0.00
H (-0.2928, 1.4051, -4.7962)  0.00
H (-4.0744, -3.3450, 4.3104)  0.00
H (0.6417, -5.3400, 0.0229)  0.00
H (2.0617, -3.3922, -0.5874)  0.00
H (-0.3176, 2.5527, -3.5228)  0.00
H (-4.8960, 2.9596, 0.5961)  0.00
H (0.8795, -4.5162, -4.0441)  0.00
H (1.0003, 0.9953, -2.0470)  0.01
H (3.0476, 2.6406, 0.3053)  0.00
H (-1.4312, -5.4013, 4.0035)  0.00
H (-1.2758, 1.1202, -3.1943)  0.00
H (-3.6168, 1.8747, 2.6665)  0.00
H (-3.6386, -5.5513, 2.2536)  0.00
H (-1.0007, -3.1506, 4.1722)  0.00
H (3.4211, 5.5897, 0.8121)  0.00
H (3.5113, -4.3309, -2.4180)  0.00
H (4.1132, -1.6709, 2.2684)  0.00
H (0.0907, -0.5820, -5.2739)  0.00
H (3.7934, -0.3597, 4.3137)  0.00
H (2.4082, 2.8100, -1.4035)  0.00
H (-1.9354, 2.6162, 2.6034)  0.00
H (-3.7575, -2.3245, 1.3624)  0.00
H (-4.2049, 2.6844, -1.0386)  0.00
H (-2.1008, 6.5089, -1.3459)  0.00
H (-5.0686, -3.5715, 2.9429)  0.00
H (-0.1838, -3.5216, 2.6495)  0.00

Values from the calculation:
Expectation value of S²: 6.038
Gap between HOMO and LUMO (alpha / beta) in eV: 6.7834 / 3.3456
HOMO (alpha / beta) in hartree: -0.4913 / -0.4880
Charge: +2
DFT total energy in hartree: -1956.51663
Spin multiplicity: 5